1.
Here is a 12-piece molecular cluster, C18H60O18 overall from the Open Molecules 2025 dataset. Energies are from wB97M-V/def2-TZVPD.

## Properties
total energy = -56489.0885 eV
strongest force on any atom = 3.2 eV/A
orbital gap = 10.1 eV
SMILES string = OCCO.OCCO.OCCO.OCCO.OCCO.OCCO.CO.CO.CO.CO.CO.CO
energy relative to the best compared isomer or geometry (same formula, charge and spin) = 0.610 eV
E_HOMO = -0.3510 hartree
lowest unoccupied orbital energy = 0.53 eV
molar mass = 564.7 g/mol

The geometry in XYZ format:
```
96
Properties=species:S:1:pos:R:3:lowdin_charge:R:1
O -1.259 0.787 -2.626 -0.081
O 2.881 0.455 -2.953 -0.163
O -0.945 2.404 2.955 -0.099
O -3.816 -0.551 -1.513 -0.095
O 2.319 -2.498 -3.051 -0.153
O -2.534 -3.479 -2.462 -0.069
O -1.713 0.715 5.176 -0.153
O 1.354 1.731 1.792 -0.098
O 4.862 1.393 0.814 -0.178
O 0.176 -0.957 1.427 -0.079
O -5.372 -1.596 0.758 -0.074
O 3.041 2.392 -0.887 -0.068
O -0.372 -2.618 -3.986 -0.106
O 0.139 1.992 -0.532 -0.114
O -2.089 -1.866 -0.104 -0.110
O -1.714 3.942 0.367 -0.080
O 4.278 -1.342 -0.136 -0.165
O -0.756 -2.013 4.080 -0.125
C -0.583 -0.507 -2.695 -0.182
C -1.600 3.668 2.894 -0.221
C 1.971 0.466 2.194 -0.152
C 5.132 -1.670 -1.275 -0.113
C -2.430 3.895 1.606 -0.243
C -1.673 1.377 6.442 -0.143
C -4.779 0.151 -0.745 -0.236
C -0.862 -1.229 -4.015 -0.173
C 3.132 0.610 -4.368 -0.108
C 0.673 2.923 -1.472 -0.194
C -3.228 -3.608 -1.220 -0.176
C 1.558 -0.708 1.369 -0.235
C -5.840 -0.802 -0.279 -0.275
C -2.226 -3.218 -0.150 -0.269
C -2.097 -1.943 3.626 -0.157
C 2.031 3.398 -0.967 -0.173
C 2.234 -3.559 -2.080 -0.120
C 5.968 2.263 0.616 -0.139
H -3.114 -3.146 -3.159 0.109
H 1.746 -0.645 0.294 0.119
H 2.070 -1.541 1.780 0.118
H -1.025 -1.182 -1.934 0.104
H 2.187 0.470 -4.927 0.080
H -4.119 -2.902 -1.099 0.127
H 1.906 3.799 0.025 0.121
H 0.704 2.462 -2.469 0.121
H -5.208 0.943 -1.420 0.133
H -0.494 1.409 -1.038 0.098
H -1.009 -3.044 -3.327 0.073
H 1.532 0.260 3.136 0.107
H -1.499 1.249 4.386 0.048
H -0.058 2.317 2.606 0.034
H 2.621 -3.108 -1.096 0.097
H 3.950 -0.019 -4.787 0.093
H -0.884 2.094 6.476 0.063
H 1.472 -2.653 -3.481 0.028
H -2.551 -3.539 0.821 0.100
H 0.458 -0.366 -2.424 0.106
H -2.781 -2.506 4.303 0.097
H 3.071 0.596 2.314 0.124
H -2.619 1.930 6.666 0.082
H -2.245 -2.472 2.679 0.054
H 0.022 3.791 -1.604 0.123
H -2.449 -0.932 3.500 0.072
H -1.272 -1.572 0.414 0.114
H 6.069 3.121 1.367 0.104
H -6.123 -1.477 -1.097 0.117
H -3.562 -4.605 -1.059 0.114
H -1.947 -1.257 -4.025 0.107
H 2.840 -4.405 -2.434 0.081
H -6.732 -0.188 0.059 0.141
H -3.163 -0.911 -0.910 0.009
H 3.505 1.634 -4.435 0.078
H 2.510 4.162 -1.574 0.125
H 0.030 -1.511 2.231 0.079
H -0.788 -1.363 4.811 0.078
H 5.511 -2.667 -1.017 0.077
H -2.283 3.810 3.807 0.142
H -1.090 3.166 0.281 0.062
H 2.914 1.723 -1.513 0.025
H 1.165 1.804 0.845 0.032
H 6.074 -1.050 -1.183 0.099
H -4.396 -1.790 0.684 0.084
H 5.791 2.808 -0.264 0.052
H -3.242 3.076 1.754 0.134
H -2.221 0.708 -2.566 0.082
H 4.567 -1.622 -2.187 0.042
H -4.301 0.765 0.029 0.127
H -0.800 4.405 2.858 0.115
H 4.068 1.866 0.390 0.068
H 1.237 -3.941 -1.948 0.059
H -1.555 0.682 7.285 0.079
H -2.902 4.820 1.679 0.085
H -0.493 -0.743 -4.883 0.108
H 2.950 -0.496 -2.761 0.035
H -1.260 -3.767 -0.235 0.145
H 6.797 1.638 0.547 0.057
H 4.553 -0.483 0.223 0.031
```

=====

2.
Here is a 11-piece molecular cluster, C18H62N8O11 overall from the Open Molecules 2025 dataset. Energies are from wB97M-V/def2-TZVPD.

## Properties
total energy = -54113.6601 eV
strongest force on any atom = 2.7 eV/A
orbital gap = 9.3 eV
SMILES string = COC[C@H](C)N.COC[C@H](C)N.COC[C@H](C)N.COC[C@H](C)N.NC(N)=O.NC(N)=O.O.O.O.O.O
E_HOMO = -0.3435 hartree
lowest unoccupied orbital energy = -0.01 eV
molar mass = 566.7 g/mol

The geometry in XYZ format:
```
99
Properties=species:S:1:pos:R:3:lowdin_charge:R:1
O -4.664 4.811 2.472 0.002
O 4.682 -1.151 -2.112 -0.094
O 2.134 -3.044 1.453 -0.062
O -0.645 4.771 -1.359 -0.065
O 4.760 1.159 4.573 -0.206
O -1.319 -4.403 0.470 -0.183
O 0.850 0.097 0.016 -0.227
O 2.542 2.829 -4.576 -0.189
O -3.942 1.536 5.180 -0.060
O 2.890 -3.287 -1.663 -0.047
O -4.595 -0.045 -2.195 0.009
N 4.182 0.568 -4.540 0.046
N -2.840 -7.676 1.220 0.025
N -3.052 5.828 1.135 0.156
N -1.718 2.703 0.254 0.038
N -5.631 0.132 -0.179 0.154
N -4.969 6.898 1.722 0.135
N 2.994 -0.030 2.390 0.069
N -5.174 2.014 -1.398 0.146
C 0.014 1.171 -0.422 -0.168
C -2.399 -6.621 -0.966 -0.074
C 1.563 3.670 -4.030 -0.123
C -1.920 -6.768 0.484 -0.413
C 2.501 -0.646 -5.965 -0.057
C 1.992 1.615 -5.077 -0.199
C -5.113 0.660 -1.330 -0.695
C 1.454 -0.742 4.130 -0.058
C -1.985 -5.415 1.205 -0.210
C 3.108 0.689 -5.531 -0.433
C -4.250 5.743 1.779 -0.682
C 3.687 0.204 4.767 -0.196
C 6.023 0.498 4.430 -0.108
C 2.553 0.254 3.769 -0.437
C -1.632 -3.138 0.985 -0.133
C 1.990 -0.137 -0.788 -0.112
C -0.837 1.641 0.779 -0.384
C -1.707 0.519 1.392 -0.040
H -3.045 -5.125 1.108 0.120
H -0.369 2.035 1.682 0.130
H -2.053 -5.769 -1.549 0.072
H 1.393 1.165 -4.278 0.121
H 3.105 -3.908 -2.370 0.066
H 0.647 3.810 -4.612 0.090
H 0.674 2.016 -0.642 0.120
H -2.727 6.666 0.708 0.085
H -0.305 4.761 -0.455 0.041
H -4.427 2.076 4.544 0.032
H 0.920 -0.595 5.070 0.081
H 0.657 -0.636 3.387 0.066
H 4.367 1.447 -4.066 0.084
H -0.687 5.706 -1.591 0.049
H -2.478 4.998 1.220 0.076
H 3.630 0.750 2.229 0.083
H 2.295 -2.154 1.804 -0.012
H -1.744 -5.477 2.270 0.130
H -5.664 -0.859 -0.052 0.103
H 1.958 -0.942 -5.060 0.074
H -0.928 -7.217 0.477 0.137
H -4.870 2.458 -2.249 0.105
H 4.415 -0.658 -2.908 -0.019
H -0.628 0.830 -1.233 0.140
H -1.119 -0.401 1.327 0.044
H -2.629 -8.568 0.778 0.067
H -2.541 2.305 -0.197 0.063
H -5.925 2.519 -0.959 0.098
H 2.485 -3.018 0.556 -0.008
H 4.242 -2.016 -2.195 -0.009
H -6.009 0.802 0.465 0.093
H -1.990 -7.512 -1.464 0.072
H -1.800 0.669 2.467 0.068
H 3.540 1.103 -6.451 0.134
H 3.339 0.596 5.730 0.129
H 5.055 0.406 -5.034 0.091
H -3.465 -6.752 -1.166 0.073
H -1.221 -2.320 0.390 0.069
H 6.048 0.042 3.437 0.087
H 1.247 3.225 -3.075 0.071
H 1.845 -1.759 4.076 0.082
H 2.207 0.149 1.770 0.043
H 6.737 1.317 4.294 0.082
H -3.407 0.946 4.638 0.017
H 2.460 -1.062 -0.460 0.054
H -3.785 -7.415 0.962 0.062
H 2.087 1.244 3.856 0.135
H 1.943 -3.119 -1.765 0.065
H 1.923 4.657 -3.741 0.087
H 1.708 -0.104 -1.841 0.087
H 6.285 -0.087 5.308 0.086
H 4.054 -0.812 4.930 0.126
H -2.645 0.327 0.872 0.072
H 1.761 -0.464 -6.744 0.079
H -5.796 6.954 2.290 0.102
H -2.688 -2.901 1.154 0.088
H -1.081 -3.022 1.930 0.090
H -1.249 3.084 -0.567 0.015
H 2.829 0.532 -0.552 0.092
H 3.182 -1.437 -6.264 0.077
H 1.366 1.871 -5.935 0.132
H -4.655 7.737 1.279 0.086
```

=====

3.
Here is a 13-piece molecular cluster, C18H62N8O13 overall from the Open Molecules 2025 dataset. Energies are from wB97M-V/def2-TZVPD.

## Properties
total energy = -58211.5309 eV
strongest force on any atom = 2.6 eV/A
orbital gap = 10.0 eV
energy relative to the best compared isomer or geometry (same formula, charge and spin) = 0.000 eV
E_HOMO = -0.3512 hartree
lowest unoccupied orbital energy = 0.42 eV
molar mass = 598.7 g/mol

The geometry in XYZ format:
```
101
Properties=species:S:1:pos:R:3:lowdin_charge:R:1
O 3.749 -0.384 1.047 -0.026
O -0.351 -6.031 1.629 -0.123
O 1.918 -2.854 0.762 -0.163
O -3.691 3.915 -2.782 -0.119
O -1.564 0.715 6.571 -0.093
O -2.247 -1.030 -1.950 -0.037
O 4.670 -2.386 -2.097 -0.080
O 1.954 1.052 -6.023 -0.088
O -2.774 5.417 0.868 -0.092
O -0.534 -3.394 -5.694 -0.091
O 2.061 1.784 3.634 -0.028
O -1.083 0.789 0.838 -0.024
O -3.042 2.762 1.771 -0.148
N 3.190 1.823 0.691 0.146
N 0.622 -0.329 1.898 0.194
N -0.616 -1.298 0.231 0.194
N 3.444 0.024 3.965 0.175
N -3.838 0.117 -3.136 0.136
N 3.622 0.273 -1.095 0.175
N 2.185 0.752 5.699 0.158
N -2.467 1.275 -1.607 0.185
C -0.377 -0.218 0.978 -0.632
C -1.629 1.108 5.241 -0.331
C 3.720 -4.579 -2.436 -0.067
C 2.164 0.474 -4.692 -0.310
C 2.493 0.887 4.389 -0.680
C -4.173 2.141 1.185 -0.153
C -1.451 5.715 2.817 -0.110
C 0.338 -3.247 -3.584 -0.097
C -0.899 -4.868 1.001 -0.145
C -2.453 4.524 -2.881 -0.193
C -2.197 6.383 1.752 -0.331
C 2.507 -3.581 1.852 -0.112
C -2.803 0.078 -2.144 -0.571
C -0.956 -3.170 -4.337 -0.315
C -2.931 0.638 4.581 -0.069
C 3.551 -3.114 -2.581 -0.339
C 3.472 0.510 0.240 -0.618
C 0.932 0.445 -3.846 -0.105
H -2.084 5.099 3.435 0.067
H -2.296 2.151 1.710 0.043
H -3.080 -0.440 4.669 0.075
H -0.955 -6.467 2.218 0.061
H 2.477 -2.109 0.512 0.042
H -3.028 4.608 1.329 0.028
H -1.221 -1.186 -0.570 0.039
H 4.263 -0.446 -1.435 0.086
H 2.589 -0.538 -4.691 0.097
H 2.526 -0.026 6.242 0.101
H -4.598 2.867 0.539 0.057
H -1.809 -0.214 6.716 0.094
H -4.263 4.539 -2.309 0.099
H -1.762 3.969 -3.511 0.076
H 0.246 -3.043 -2.507 0.073
H -0.768 0.641 4.763 0.087
H -0.007 -4.423 0.537 0.062
H 1.668 0.304 -6.595 0.093
H -1.901 4.535 -1.956 0.070
H -1.671 -3.930 -4.077 0.104
H 3.751 -4.749 -1.384 0.070
H -0.738 5.008 2.380 0.088
H -1.604 2.221 5.217 0.130
H -3.800 1.066 5.080 0.080
H 0.794 0.386 2.634 0.087
H 0.736 -4.284 -3.730 0.089
H -1.540 7.040 1.232 0.100
H -4.274 -0.727 -3.442 0.080
H -2.952 7.026 2.198 0.106
H 3.382 -2.773 -3.607 0.109
H -1.962 1.293 -0.727 0.057
H 3.895 -0.515 4.653 0.088
H 1.346 1.296 6.018 0.130
H 2.517 -3.055 2.770 0.056
H 2.627 -2.861 -2.057 0.085
H 3.430 1.007 -1.756 0.086
H -1.244 -3.868 -6.121 0.070
H -2.413 5.503 -3.358 0.084
H -1.358 -4.168 1.669 0.068
H -3.034 2.107 -1.869 0.088
H -1.627 -5.090 0.241 0.069
H 0.608 1.482 -3.603 0.086
H 0.158 -1.906 0.027 0.065
H -1.499 -2.193 -4.239 0.103
H -4.008 1.173 0.613 0.097
H 1.030 -2.553 -4.115 0.069
H -0.946 6.423 3.477 0.082
H 2.689 2.434 -0.015 0.121
H 3.685 0.163 2.980 0.077
H 2.843 -5.077 -2.777 0.063
H -4.950 1.908 1.948 0.084
H 3.549 -3.866 1.642 0.089
H 4.940 -2.787 -1.274 0.080
H -4.350 0.979 -3.306 0.084
H 0.090 -0.067 -4.260 0.054
H 1.994 -4.468 2.149 0.064
H 1.103 -1.221 1.882 0.070
H 2.921 1.093 -4.203 0.098
H -3.002 0.875 3.542 0.037
H 4.571 -4.978 -2.968 0.085
H 2.666 1.835 1.592 0.066
H 1.134 -0.124 -2.908 0.075
```

=====

4.
Here is a 15-piece molecular cluster, C18H66N18O15 overall from the Open Molecules 2025 dataset. Energies are from wB97M-V/def2-TZVPD.

## Properties
total energy = -77266.2006 eV
strongest force on any atom = 9.5 eV/A
orbital gap = 6.7 eV
energy relative to the best compared isomer or geometry (same formula, charge and spin) = 2.014 eV
E_HOMO = -0.3040 hartree
lowest unoccupied orbital energy = -1.55 eV
molar mass = 774.8 g/mol

The geometry in XYZ format:
```
117
Properties=species:S:1:pos:R:3:lowdin_charge:R:1
O -6.157 3.268 0.554 -0.148
O 0.923 -3.506 0.005 -0.140
O 1.618 2.630 -1.902 -0.176
O 1.348 3.221 1.520 -0.083
O 1.346 -1.674 2.531 -0.101
O -1.237 -5.587 4.179 -0.148
O -0.768 1.566 -6.595 -0.140
O -2.243 2.945 1.949 -0.156
O -1.815 -0.149 4.443 -0.075
O 2.730 -0.423 -0.885 -0.110
O -1.926 0.238 0.173 -0.054
O 4.434 4.278 0.340 -0.127
O -0.459 -3.839 -3.080 -0.141
O -2.160 2.553 -3.203 -0.081
O -2.544 -3.664 1.305 -0.117
N 3.351 2.215 0.207 0.126
N -4.323 1.737 0.593 0.158
N 0.317 -0.241 0.318 0.172
N 0.617 3.082 3.713 0.197
N -0.279 -5.129 1.990 0.130
N -0.348 0.701 -1.440 0.168
N 0.985 -2.111 -2.350 0.143
N -6.206 0.941 0.003 0.131
N 5.418 2.257 -0.420 0.142
N 2.838 0.088 2.724 0.201
N 4.648 -1.149 0.176 0.181
N 4.920 -0.087 -1.599 0.125
N 0.378 2.167 -4.565 0.193
N 3.705 -1.930 2.611 0.124
N 0.293 1.365 2.534 0.168
N 0.170 -3.794 3.604 0.151
N -0.921 3.680 -5.453 0.117
N -1.127 -1.604 -2.750 0.189
C -3.049 1.671 -3.737 -0.320
C 0.808 2.546 2.588 -0.647
C -1.919 3.812 0.882 -0.120
C -5.558 2.036 0.337 -0.622
C 2.628 -1.189 2.624 -0.585
C 2.177 -4.108 0.075 -0.339
C 4.065 -0.702 -0.881 -0.601
C -3.828 0.800 -2.713 -0.046
C 0.983 3.886 -1.550 -0.071
C -0.673 0.226 -0.298 -0.666
C 2.085 -5.578 -0.331 -0.062
C -2.097 -2.799 0.311 -0.186
C -3.538 -0.404 2.921 -0.042
C 4.438 2.917 0.043 -0.657
C -2.202 -0.974 3.417 -0.327
C -0.185 -2.499 -2.765 -0.613
C -0.446 -4.860 3.276 -0.640
C -0.349 2.471 -5.585 -0.573
H -1.692 2.968 -3.927 0.009
H 1.211 -1.174 -2.008 0.078
H -0.669 -6.036 1.611 0.165
H 3.110 -5.957 -0.608 0.088
H 1.678 -2.800 -2.569 0.122
H 0.642 -3.101 2.974 0.058
H -3.698 2.143 -4.421 0.100
H 2.944 -3.591 -0.530 0.106
H -3.927 -0.917 2.066 0.063
H 0.548 2.709 -3.784 0.039
H 5.411 1.256 -0.785 0.061
H -4.438 0.098 -3.208 0.061
H 1.971 0.612 2.859 0.077
H -0.702 4.457 -4.805 0.134
H 1.751 4.516 -1.305 0.061
H 0.294 -4.605 1.267 0.089
H -4.368 -0.435 3.598 0.079
H 4.687 -1.500 2.967 0.222
H 4.533 0.593 -2.266 0.164
H 0.814 1.248 -4.522 0.141
H -0.283 1.053 3.294 0.108
H -2.338 -1.968 3.702 0.095
H -1.237 -0.637 5.062 0.106
H -2.687 4.559 0.808 0.087
H 2.572 2.685 0.758 0.060
H 5.673 -1.108 0.298 0.146
H -1.266 -2.265 0.853 0.060
H -1.743 -3.334 -0.572 0.065
H -1.749 3.293 -0.058 0.068
H 0.365 3.704 -0.710 0.040
H -3.353 0.631 2.727 0.044
H 0.106 2.805 4.583 0.173
H 1.540 -5.707 -1.260 0.078
H 0.076 -3.526 4.608 0.142
H -2.853 -2.018 -0.091 0.097
H -4.430 1.275 -1.942 0.045
H 1.287 -0.177 0.015 0.074
H -3.854 0.867 0.420 0.055
H -1.500 4.015 -6.268 0.157
H 3.730 0.594 2.532 0.150
H 1.009 4.047 3.768 0.164
H -7.213 1.027 -0.260 0.132
H -0.980 4.282 1.305 0.093
H -1.417 2.671 2.370 0.036
H -2.141 -1.907 -2.838 0.164
H -3.770 2.290 1.275 0.083
H 0.580 1.107 -1.627 0.098
H 0.162 -0.885 1.077 0.074
H 0.263 0.886 1.614 0.085
H 6.327 2.814 -0.524 0.165
H 1.647 -6.251 0.431 0.073
H -1.705 -3.992 1.670 0.013
H -1.056 1.273 -1.922 0.111
H 5.879 -0.496 -1.778 0.188
H -0.883 -0.722 -2.307 0.040
H 3.428 1.211 0.141 0.058
H 2.504 -3.939 1.079 0.070
H 0.426 4.345 -2.397 0.091
H -2.608 1.013 -4.468 0.101
H -3.196 0.226 -2.008 0.043
H 1.021 -2.785 -0.680 0.054
H -5.896 -0.008 -0.182 0.112
H 2.375 2.569 -1.305 0.022
H 4.158 -1.393 1.084 0.061
H -1.447 -0.982 2.653 0.068
H 3.483 -2.926 2.582 0.132
```